Model one:
Formula: C4H11NOP
Source: the Open Molecules 2025 dataset
Level of theory: ωB97M-V/def2-TZVPD

Calculated values
Total charge: +1

Element x y z (Å)
C 1.42 0.25 -0.54
C 0.98 -1.19 -0.34
C 0.11 0.49 -1.29
C -1.62 -1.29 -0.70
N -0.27 -1.00 -1.19
O -1.86 -2.06 0.14
P -0.35 1.99 2.26
H 1.33 0.84 0.37
H 2.31 0.26 -1.15
H 1.57 -2.00 -0.71
H 0.67 -1.33 0.65
H -0.48 1.02 -0.58
H 0.36 0.85 -2.30
H -2.45 -0.59 -1.07
H -0.24 -1.48 -2.07
H 0.21 0.78 2.38
H 0.03 2.46 3.53
H -1.73 2.03 2.62

How positive or negative is each atom? The Löwdin charges in e answer that: atom 1 (C): -0.1111, atom 2 (C): -0.0424, atom 3 (C): -0.0409, atom 4 (C): -0.2123, atom 5 (N): 0.0016, atom 6 (O): 0.1940, atom 7 (P): 0.6666, atom 8 (H): 0.0525, atom 9 (H): 0.1271, atom 10 (H): 0.1378, atom 11 (H): 0.1101, atom 12 (H): 0.0835, atom 13 (H): 0.1521, atom 14 (H): 0.1905, atom 15 (H): 0.1917, atom 16 (H): -0.2185, atom 17 (H): -0.1420, atom 18 (H): -0.1402


Model two:
Formula: C4H11NOP
Source: the Open Molecules 2025 dataset
Level of theory: ωB97M-V/def2-TZVPD

Calculated values
Total charge: +1

Element x y z (Å)
C -1.22 0.64 0.27
C 0.84 -0.68 1.30
C 0.42 -0.68 -1.22
C 0.36 0.10 0.09
N 0.94 1.46 -0.07
O -1.38 1.84 0.32
P -2.47 -0.62 0.31
H 1.87 -0.98 1.02
H 0.34 -1.55 1.39
H 0.76 -0.04 2.20
H 1.47 -1.05 -1.29
H -0.10 -0.30 -2.10
H -0.20 -1.61 -0.92
H 1.67 1.65 0.68
H 0.03 2.05 0.31
H 1.35 1.57 -1.00
H -3.04 -0.28 -0.95
H -1.62 -1.54 -0.33

How positive or negative is each atom? The Löwdin charges in e answer that: atom 1 (C): -0.5843, atom 2 (C): -0.0008, atom 3 (C): -0.0445, atom 4 (C): -0.5248, atom 5 (N): 0.1738, atom 6 (O): 0.0597, atom 7 (P): 0.9824, atom 8 (H): 0.1167, atom 9 (H): 0.0486, atom 10 (H): 0.1214, atom 11 (H): 0.1138, atom 12 (H): 0.1082, atom 13 (H): 0.0743, atom 14 (H): 0.1853, atom 15 (H): 0.1338, atom 16 (H): 0.1675, atom 17 (H): -0.0319, atom 18 (H): -0.0991


Energetically preferred structure: model two | next structure: +0.0576 hartree